No. 1
Entry from the Open Molecules 2025 dataset: a structure of composition C4H3CsLiO2 (ωB97M-V/def2-TZVPD).

Its energy above the lowest of the compared OMol25 structures with the same formula, charge and spin is 0.00 kcal per mole. Its molar mass is 222.91 g/mol. As for the HOMO-LUMO gap (alpha / beta): 6.4 / 7.0 eV. Its total charge is 0. The total energy is -9039.1689 eV. Its spin multiplicity is 2.

Structure (XYZ):
```
11
Properties=species:S:1:pos:R:3:lowdin_spin:R:1
Cs -1.781 0.712 -0.244 0.02
O 0.196 0.280 2.749 0.00
O 0.499 -0.748 -0.132 0.26
C -0.744 0.928 2.298 0.00
C 1.138 -1.036 -2.460 0.09
C 1.251 -0.704 -1.164 0.58
C -1.529 1.635 1.624 0.00
Li 1.045 -0.991 1.652 0.02
H 0.261 -1.603 -2.804 0.02
H 1.961 -0.867 -3.155 0.01
H -2.297 2.393 1.636 0.00
```

---

No. 2
Entry from the Open Molecules 2025 dataset: the ion C9H13N2O2 with charge +1 (ωB97M-V/def2-TZVPD).

Its energy above the lowest of the compared OMol25 structures with the same formula, charge and spin is 197.94 kcal per mole. Its molar mass is 181.22 g/mol. As for the HOMO-LUMO gap: 8.1 eV. Its total charge is +1. The total energy is -16603.5005 eV.

Structure (XYZ):
```
26
Properties=species:S:1:pos:R:3:mulliken_charge:R:1
O 3.629 1.076 -0.369 -0.57
O 1.918 2.074 0.509 -0.60
N 2.450 1.135 0.012 0.93
N -1.180 0.682 -0.030 0.30
C -0.642 1.573 -1.122 -0.76
C 0.530 -2.667 0.317 -0.51
C -0.238 -0.420 0.075 -0.03
C -2.488 0.279 -0.443 -0.86
C 1.848 -0.023 -0.274 -0.03
C 2.450 -1.228 -0.252 -0.18
C -0.434 -1.653 0.461 0.01
C -1.237 1.414 1.294 -0.74
C 1.820 -2.499 -0.139 -0.74
H -3.192 1.092 -0.637 0.36
H -2.446 -0.503 -1.196 0.36
H -0.248 1.780 1.571 0.32
H -1.236 2.498 -1.447 0.33
H -2.754 -0.314 0.494 0.38
H -0.405 0.915 -2.012 0.43
H -1.615 0.867 2.181 0.33
H 0.173 -3.613 0.640 0.43
H 0.385 1.960 -0.822 0.25
H 3.579 -1.254 -0.182 0.36
H -1.389 -2.242 0.709 0.21
H 2.406 -3.264 -0.396 0.54
H -1.685 2.338 1.059 0.45
```

---

No. 3
Entry from the Open Molecules 2025 dataset: a structure of composition C17H21N2O3RuS3 (ωB97M-V/def2-TZVPD).

Its molar mass is 498.64 g/mol. As for the HOMO-LUMO gap (alpha / beta): 6.3 / 6.1 eV. Its total charge is 0. The total energy is -62179.5717 eV. Its spin multiplicity is 2.

Structure (XYZ):
```
47
Properties=species:S:1:pos:R:3:lowdin_spin:R:1
Ru 0.024 0.244 0.395 0.86
S 0.977 -1.627 1.765 -0.02
S -1.770 2.115 1.333 0.00
S 2.077 1.500 0.001 0.12
O -3.029 2.728 1.640 0.00
O -1.504 1.981 -0.118 0.01
O -1.574 0.796 1.986 0.00
N 1.111 -0.847 -1.655 -0.01
N -1.348 -1.669 -0.299 0.01
C 4.785 -1.506 -2.006 0.00
C 2.544 -0.751 -1.523 0.00
C -0.444 3.169 1.981 0.00
C 3.084 0.309 -0.782 0.01
C -2.576 -3.383 0.967 0.00
C -0.461 -2.609 1.810 0.00
C 0.644 -2.234 -1.693 0.00
C -1.464 -2.560 0.829 0.00
C 4.466 0.446 -0.666 0.01
C 5.314 -0.463 -1.264 0.00
C 3.412 -1.645 -2.136 0.00
C -2.712 -4.230 2.052 0.00
C -0.593 -3.499 2.882 0.00
C -2.590 -0.928 -0.536 0.00
C -0.873 -2.352 -1.508 0.00
C -1.713 -4.291 3.011 0.00
C 0.676 -0.056 -2.808 0.00
H -0.410 0.018 -2.840 0.00
H -1.379 -1.927 -2.376 0.00
H -3.598 -4.840 2.147 0.00
H 6.383 -0.359 -1.153 0.00
H -1.808 -4.958 3.855 0.00
H -2.947 -0.526 0.414 0.00
H 0.466 2.569 2.014 0.00
H 0.895 -2.714 -2.651 0.00
H 1.038 -0.500 -3.745 0.00
H 1.081 0.949 -2.715 0.00
H 0.201 -3.534 3.614 0.00
H -1.120 -3.422 -1.469 0.00
H -3.357 -3.370 0.221 0.00
H 4.850 1.271 -0.088 0.00
H 3.031 -2.460 -2.733 0.00
H -0.330 4.012 1.313 0.00
H -2.396 -0.087 -1.208 0.00
H -3.371 -1.558 -0.974 0.00
H 1.150 -2.763 -0.881 0.00
H 5.439 -2.213 -2.494 0.00
H -0.730 3.492 2.973 0.00
```

---

No. 4
Entry from the Open Molecules 2025 dataset: the molecule C22H27N3O6S (ωB97M-V/def2-TZVPD).

Its energy above the lowest of the compared OMol25 structures with the same formula, charge and spin is 71.92 kcal per mole. Its molar mass is 461.54 g/mol. Its structure (SMILES) is [H]/N=C1/C(c2nc(C)cs2)=C(O)CN1c1ccc2c(c1)OCCOCCOCCOCCO2. As for the HOMO-LUMO gap: 8.5 eV. Its total charge is 0. The total energy is -50840.9478 eV.

Structure (XYZ):
```
59
Properties=species:S:1:pos:R:3:mulliken_charge:R:1
S -4.750 -2.129 -0.291 -0.12
O 2.189 0.704 1.599 -0.47
O 2.621 -1.712 0.457 -0.08
O 5.198 0.192 -1.537 -0.48
O 3.231 2.850 0.030 -0.53
O 5.292 -2.746 -0.388 -0.46
O -5.707 2.449 -0.004 -0.65
N -6.443 -0.198 -0.106 -0.70
N -2.190 -0.694 -0.392 -0.85
N -2.211 1.707 -0.142 0.25
C 4.077 -2.808 -1.097 -0.45
C 5.563 -1.525 0.277 -0.02
C 1.732 -0.456 2.252 -1.06
C 1.912 2.485 0.051 0.14
C 1.503 -1.647 1.307 -0.29
C -4.192 0.593 -0.140 0.08
C -0.298 3.083 -0.752 -0.95
C 2.842 -2.943 -0.194 -0.71
C 4.025 0.793 -1.025 0.32
C -4.496 1.912 -0.071 0.16
C -7.183 -1.336 -0.155 -0.01
C -0.017 1.213 0.723 -0.25
C 1.062 3.304 -0.685 -0.68
C 6.100 -0.402 -0.627 -0.65
C -3.239 2.726 -0.110 -0.55
C -8.669 -1.250 -0.101 -1.20
C 4.252 1.871 0.047 -0.62
C -0.847 2.007 -0.067 -0.73
C -6.442 -2.475 -0.254 -0.30
C 1.350 1.430 0.797 1.01
C -5.165 -0.448 -0.167 0.54
C -2.747 0.430 -0.225 0.72
H 1.410 -2.560 1.910 0.52
H 4.153 -3.709 -1.711 0.43
H -6.351 1.698 -0.017 0.53
H 0.828 -0.264 2.842 0.49
H 3.336 0.036 -0.637 -0.08
H 3.958 -1.939 -1.752 0.24
H 3.010 -3.736 0.549 0.35
H -3.135 3.372 0.770 0.31
H -9.107 -2.243 -0.146 0.33
H 0.584 -1.532 0.714 0.10
H -9.038 -0.656 -0.935 0.29
H 4.685 -1.179 0.826 -0.01
H 2.550 -0.705 2.934 0.46
H 6.885 -0.809 -1.269 0.39
H -8.980 -0.762 0.822 0.29
H 4.343 1.419 1.040 0.24
H -3.222 3.364 -1.002 0.29
H 1.510 4.126 -1.220 0.45
H 5.161 2.436 -0.183 0.36
H 1.971 -3.212 -0.809 0.39
H -1.182 -0.664 -0.505 0.33
H 6.355 -1.772 0.990 0.41
H -0.919 3.730 -1.351 0.36
H -6.793 -3.485 -0.308 0.41
H -0.475 0.435 1.314 1.11
H 3.571 1.268 -1.902 0.23
H 6.539 0.364 0.029 0.36
```

---

No. 5
Entry from the Open Molecules 2025 dataset: a structure of composition C63H65MnN6O2S4 (ωB97M-V/def2-TZVPD).

Its molar mass is 1121.46 g/mol. As for the HOMO-LUMO gap (alpha / beta): 5.8 / 7.0 eV. Its total charge is +2. The total energy is -154071.5050 eV. Its spin multiplicity is 5.

Structure (XYZ):
```
141
Properties=species:S:1:pos:R:3:lowdin_spin:R:1
Mn 0.443 -1.072 -0.778 4.08
S -0.563 1.457 1.692 0.00
S 3.340 -2.226 -2.317 0.01
S -1.007 1.051 -1.256 0.03
S 6.149 -1.204 -2.546 0.00
O 0.030 0.530 -2.233 0.04
O -1.846 1.783 1.022 0.00
N 0.477 -2.112 -3.529 0.00
N -0.753 -3.415 2.599 0.01
N -0.392 -2.150 0.678 -0.04
N 4.355 -0.782 -4.309 0.00
N -0.313 -2.424 -2.392 0.03
N 1.250 -2.331 2.321 0.01
C 2.880 0.037 0.022 0.00
C -1.007 2.966 5.991 0.00
C -2.666 4.539 -2.514 0.00
C 6.716 -0.549 -4.169 0.00
C -2.020 7.714 -0.712 0.00
C -0.047 -5.331 3.887 0.00
C -1.076 -1.848 5.043 0.00
C -0.403 -3.942 6.245 0.00
C 0.605 3.392 -0.035 0.00
C -2.577 6.811 -1.575 0.00
C 4.105 4.724 -0.224 0.00
C -1.929 -3.856 -0.199 0.00
C -2.599 0.491 -1.897 0.00
C -0.643 3.716 -0.754 0.00
C -4.298 -3.381 -0.256 0.00
C -0.433 -3.995 3.864 0.00
C -0.619 -3.275 5.042 0.00
C 2.189 -1.486 1.731 0.00
C -4.078 -2.127 0.287 0.00
C 4.310 -0.391 1.897 0.03
C -2.283 3.231 -2.470 0.00
C 2.982 3.997 0.221 0.00
C 3.022 3.206 1.390 0.00
C -2.787 -1.714 0.562 0.00
C 2.870 5.512 -2.121 0.00
C -1.178 3.401 7.409 0.00
C -0.798 -4.828 -0.384 0.00
C 0.308 -2.966 -4.719 0.00
C -2.121 5.479 -1.614 0.00
C 1.919 -0.854 0.505 -0.21
C -1.711 -2.565 0.312 0.00
C -0.034 -5.273 6.276 0.00
C 0.468 -4.435 -4.311 0.00
C 1.766 4.813 -1.719 0.00
C -1.549 3.194 3.644 0.00
C -1.061 -2.744 -5.376 0.00
C -5.038 -0.594 -2.671 0.00
C -2.677 -0.275 -3.049 0.00
C 4.046 5.486 -1.358 0.00
C 3.671 -2.004 3.713 0.00
C 4.514 -1.377 -3.125 0.00
C 0.030 -2.625 1.843 0.01
C -1.693 3.602 4.958 0.00
C -3.233 -4.227 -0.501 0.00
C -4.956 0.269 -1.581 0.00
C -3.745 0.800 -1.182 0.00
C -0.006 1.493 4.367 0.00
C -1.077 5.074 -0.742 0.00
C 1.936 2.474 1.765 0.00
C -3.890 -0.821 -3.426 0.00
C -0.983 7.319 0.146 0.00
C 1.418 -2.551 -5.686 0.00
C -0.155 1.913 5.674 0.00
C -6.316 -1.282 -3.024 0.00
C 5.458 0.008 -4.821 0.00
C 4.063 0.266 0.702 -0.01
C 3.391 -1.278 2.428 -0.01
C -1.299 2.817 -1.560 0.01
C 1.774 4.066 -0.521 0.00
C 0.722 2.577 1.063 0.00
C 0.152 -5.975 5.093 0.00
C -0.704 2.138 3.360 0.00
C -0.520 6.032 0.133 0.00
H 3.930 3.178 1.975 0.00
H 0.878 4.832 -2.332 0.00
H -2.220 3.624 7.627 0.00
H 4.664 -1.753 4.076 0.00
H -3.418 -5.213 -0.899 0.00
H 1.354 -3.125 -6.605 0.00
H -0.554 8.041 0.825 0.00
H 0.431 -7.016 5.114 0.00
H 1.315 -1.497 -5.945 0.00
H 2.840 6.092 -3.031 0.00
H -2.599 -0.739 0.992 0.00
H -0.200 -3.429 -2.247 0.00
H 0.716 -5.037 -5.180 0.00
H 5.232 -0.214 2.428 0.00
H -4.903 -1.473 0.512 0.00
H 3.642 -3.084 3.569 0.00
H -2.358 4.419 5.192 0.00
H 2.386 -2.732 -5.227 0.00
H -2.720 2.517 -3.149 0.00
H 7.487 0.200 -4.004 0.00
H 0.174 -4.331 -0.297 0.00
H -0.460 -4.834 -3.902 0.00
H -2.099 3.674 2.847 0.00
H 1.271 -4.546 -3.585 0.00
H 2.956 -1.739 4.493 0.00
H -6.133 -2.339 -3.216 0.00
H -2.380 8.731 -0.680 0.00
H -1.665 -3.645 2.230 0.00
H 7.138 -1.387 -4.726 0.00
H -0.601 4.308 7.590 0.00
H -3.671 1.448 -0.322 0.00
H -3.380 7.101 -2.238 0.00
H 5.317 1.063 -4.555 0.00
H -5.849 0.514 -1.027 0.00
H 0.097 -5.774 7.222 0.00
H -0.851 -5.602 0.382 0.00
H -0.281 -1.193 5.395 0.00
H -5.302 -3.707 -0.476 0.00
H 0.638 0.662 4.118 0.00
H 0.266 5.738 0.811 0.00
H -1.913 -1.739 5.730 0.00
H -1.320 -2.249 -2.549 0.00
H -0.829 2.634 8.096 0.00
H -1.164 -1.708 -5.695 0.00
H -1.873 -2.991 -4.693 0.00
H 2.694 0.566 -0.911 0.00
H 5.506 -0.075 -5.908 0.00
H -1.391 -1.518 4.056 0.00
H -1.160 -3.379 -6.251 0.00
H 4.900 6.058 -1.681 0.00
H -1.802 -0.398 -3.671 0.00
H -0.878 -5.345 -1.338 0.00
H -0.552 -3.403 7.168 0.00
H 1.519 -2.774 3.191 0.00
H -3.949 -1.435 -4.313 0.00
H 5.014 4.675 0.356 0.00
H 1.980 1.832 2.631 0.00
H -7.039 -1.192 -2.218 0.00
H 0.383 1.409 6.461 0.00
H 4.790 0.953 0.301 0.00
H 0.347 -1.129 -3.764 0.00
H 3.457 -0.781 -4.768 0.00
H -3.408 4.867 -3.227 0.00
H -6.749 -0.854 -3.927 0.00
H 0.072 -5.851 2.948 0.00
```